The following is a DFT calculation (the ωB97M-V functional and the def2-TZVPD basis) of a structure of composition C18H19HgNO2 at a distorted geometry.

Positions of all 41 atoms, in Å:
C 0.20 -0.43 -1.54
C 1.36 -0.45 -4.48
C 1.01 0.72 -1.92
H 0.30 -0.78 -0.50
C 1.54 0.96 -4.70
H 1.88 -1.14 -5.16
H 1.44 1.21 -1.03
H 2.08 1.29 -5.60
C 0.17 1.77 -2.70
H 0.32 2.75 -2.21
H -0.91 1.56 -2.58
C -0.06 -1.49 -2.54
H -1.07 -1.91 -2.37
H 0.64 -2.33 -2.38
C 0.02 -1.00 -4.01
H -0.81 -0.30 -4.19
H -0.19 -1.88 -4.64
C 0.48 1.93 -4.20
H -0.46 1.83 -4.78
H 0.82 2.97 -4.37
Hg 2.92 0.35 -3.14
H -1.44 -0.29 -0.77
O -3.74 1.39 0.42
C -2.72 0.74 0.31
O -2.37 0.11 -0.82
C -1.76 0.61 1.47
C -2.03 1.29 2.67
C -1.16 1.14 3.72
C -0.02 0.31 3.59
C 0.93 0.10 4.61
C 2.03 -0.72 4.41
C 2.22 -1.37 3.17
C 1.30 -1.20 2.14
C 0.17 -0.36 2.32
N -0.71 -0.18 1.31
H -2.92 1.91 2.69
H -1.33 1.66 4.67
H 0.78 0.61 5.56
H 2.76 -0.87 5.21
H 3.08 -2.02 3.01
H 1.42 -1.69 1.18

Calculated values
LUMO = -0.0199 hartree
Charge = 0
Energy relative to the best compared isomer or geometry (same formula, charge and spin) = 47.34 kcal/mol
HOMO-LUMO gap = 0.2076 hartree

Mulliken population analysis, charges in e, atoms 1 to 2: C 0.32; C -0.73


The following is a DFT calculation (the ωB97M-V functional and the def2-TZVPD basis) of a structure of composition C18H19I2N6O3Yb at a distorted geometry.

Positions of all 49 atoms, in Å:
Yb 0.65 -1.20 -1.18
O -2.73 0.90 -2.87
C -3.39 1.11 -1.71
C -4.38 2.09 -1.74
C -5.12 2.36 -0.61
C -4.89 1.65 0.58
C -3.91 0.69 0.61
C -3.13 0.41 -0.53
C -2.02 -0.55 -0.41
O -1.38 -0.93 -1.52
N -1.64 -0.91 0.79
N -0.48 -1.66 0.68
C 0.05 -2.20 1.70
C 1.31 -2.95 1.46
C 1.92 -3.68 2.45
C 3.07 -4.40 2.14
C 3.57 -4.35 0.86
C 2.90 -3.57 -0.09
N 1.80 -2.89 0.20
H -2.22 0.08 -2.78
H -4.56 2.61 -2.67
H -5.89 3.12 -0.65
H -5.49 1.85 1.46
H -3.72 0.13 1.52
H -0.41 -2.15 2.69
H 1.49 -3.70 3.45
H 3.56 -4.99 2.90
H 4.46 -4.89 0.57
H 3.28 -3.50 -1.10
I 1.52 -2.62 -3.84
C 1.94 -0.71 -4.64
I 0.75 0.78 -3.77
H 1.70 -0.77 -5.70
H 2.99 -0.50 -4.46
C 1.45 3.71 2.18
N 1.45 2.57 1.27
C 2.64 1.85 0.80
C 1.98 0.84 -0.09
O 2.51 -0.10 -0.72
N 0.65 1.00 -0.14
C 0.37 2.03 0.73
N -0.86 2.44 0.95
H 2.47 3.89 2.51
H 0.84 3.51 3.06
H 1.10 4.61 1.67
H 3.19 1.38 1.61
H 3.32 2.49 0.23
H -1.65 1.93 0.56
H -1.06 3.19 1.59

Calculated values
2S+1 = 2
LUMO (alpha / beta) = -0.2394 / -0.2393 hartree
Charge = +2
Energy relative to the best compared isomer or geometry (same formula, charge and spin) = 0.00 kcal/mol
<S²> = 0.75
HOMO-LUMO gap (alpha / beta) = 0.2554 / 0.2555 hartree

Mulliken population analysis, charges in e, atoms 1 to 2: Yb 0.53; O -0.66


The following is a DFT calculation (the ωB97M-V functional and the def2-TZVPD basis) of a structure of composition C18H19N3O4ReSbSe4.

Positions of all 50 atoms, in Å:
Re 0.09 -0.49 -0.33
C 3.99 -1.91 0.61
O 4.60 -1.47 -0.60
C 4.10 -0.48 -1.36
C 4.94 -0.01 -2.36
C 4.56 1.02 -3.22
C 3.33 1.61 -3.08
C 2.44 1.13 -2.11
C 1.22 1.82 -1.89
N 0.25 1.37 -1.16
N -0.73 2.29 -0.83
C -1.43 1.85 0.16
O -1.13 0.65 0.71
C -2.53 2.64 0.73
C -2.95 3.81 0.09
C -3.98 4.54 0.64
C -4.60 4.12 1.82
C -4.18 2.95 2.45
C -3.14 2.21 1.90
C 2.83 0.08 -1.25
O 1.96 -0.36 -0.31
H 4.68 -2.62 1.03
H 3.86 -1.07 1.30
H 3.03 -2.39 0.42
H 5.91 -0.47 -2.44
H 5.25 1.37 -3.97
H 3.03 2.44 -3.71
H 1.09 2.82 -2.29
H -2.46 4.13 -0.82
H -4.32 5.45 0.15
H -5.40 4.70 2.24
H -4.65 2.63 3.36
H -2.80 1.31 2.39
Se -0.89 -1.89 -5.76
Sb 1.13 -1.30 -4.40
Se 0.16 -2.37 -2.10
Se -1.76 -1.13 -1.75
Se 0.91 -3.46 -5.66
C -1.35 -3.36 3.97
N -1.23 -2.90 2.57
C -2.39 -2.92 1.67
C -0.08 -2.49 2.13
O 0.12 -2.13 0.92
H -2.37 -3.69 4.14
H -1.13 -2.55 4.67
H -0.68 -4.20 4.16
H -3.21 -3.43 2.17
H -2.14 -3.45 0.75
H -2.70 -1.90 1.43
H 0.75 -2.50 2.83

Calculated values
LUMO (alpha / beta) = -0.2886 / -0.3004 hartree
Charge = +2
Energy relative to the best compared isomer or geometry (same formula, charge and spin) = 1.36 kcal/mol
HOMO-LUMO gap (alpha / beta) = 0.2103 / 0.1985 hartree

Mulliken population analysis, charges in e, atoms 1 to 2: Re 1.02; C -0.65


The following is a DFT calculation (the ωB97M-V functional and the def2-TZVPD basis) of the molecule C18H19N3O5S2 at a distorted geometry.

Positions of all 47 atoms, in Å:
O -2.77 -3.25 -0.25
S -2.19 -1.99 -0.57
O -2.39 -1.47 -1.90
N -2.65 -0.91 0.63
C -4.04 -1.00 1.06
H -4.30 -2.06 1.07
C -4.95 -0.22 0.11
H -5.97 -0.19 0.49
O -4.53 1.12 -0.01
C -3.22 1.19 -0.53
H -2.98 2.25 -0.60
C -2.23 0.46 0.39
H -1.24 0.43 -0.07
H -2.18 0.95 1.36
H -3.18 0.73 -1.53
H -4.95 -0.71 -0.88
H -4.10 -0.59 2.07
C -0.43 -2.01 -0.25
C 0.46 -1.66 -1.24
C 1.82 -1.62 -0.96
C 2.27 -1.91 0.32
C 1.36 -2.32 1.30
C 0.01 -2.37 1.01
H -0.71 -2.66 1.76
H 1.72 -2.58 2.28
N 3.62 -1.84 0.66
C 4.62 -1.14 0.06
N 4.35 -0.02 -0.66
C 3.26 0.86 -0.58
C 2.94 1.60 -1.71
C 1.89 2.51 -1.71
C 1.18 2.65 -0.54
C 1.51 1.92 0.60
C 2.55 1.02 0.61
H 2.81 0.48 1.51
O 0.67 2.26 1.63
C -0.12 3.32 1.13
O 0.12 3.47 -0.25
H 0.16 4.26 1.65
H -1.18 3.11 1.30
H 1.64 3.09 -2.58
H 3.52 1.47 -2.61
H 5.14 0.30 -1.22
S 6.18 -1.66 0.22
H 3.94 -2.49 1.36
H 2.52 -1.38 -1.75
H 0.08 -1.42 -2.22

Calculated values
LUMO = -0.0017 hartree
Charge = 0
Energy relative to the best compared isomer or geometry (same formula, charge and spin) = 32.83 kcal/mol
SMILES string = O=S(=O)(c1ccc(NC(=S)Nc2ccc3c(c2)OCO3)cc1)N1CCOCC1
HOMO-LUMO gap = 0.2981 hartree

Mulliken population analysis, charges in e, atoms 1 to 2: O -0.77; S 1.54


The following is a DFT calculation (the ωB97M-V functional and the def2-TZVPD basis) of the molecule C18H19NO2.

Positions of all 40 atoms, in Å:
C -3.20 -1.91 -1.29
C -1.92 -1.85 -0.52
C -0.69 -2.06 -1.13
C 0.49 -1.96 -0.42
C 0.47 -1.63 0.93
C -0.76 -1.46 1.56
C -1.94 -1.56 0.84
H -2.88 -1.41 1.35
H -0.77 -1.23 2.61
O 1.57 -1.45 1.72
C 2.84 -1.40 1.11
C 2.99 -0.44 -0.08
O 3.61 -0.80 -1.06
N 2.45 0.79 0.01
C 1.70 1.35 1.11
C 0.25 1.57 0.73
C -0.70 1.75 1.73
C -2.03 1.94 1.41
C -2.42 1.94 0.08
C -1.48 1.78 -0.91
C -0.13 1.60 -0.61
C 0.87 1.42 -1.71
C 2.30 1.58 -1.20
H 2.52 2.62 -0.96
H 3.02 1.22 -1.93
H 0.75 0.41 -2.12
H 0.68 2.13 -2.52
H -1.78 1.79 -1.95
H -3.46 2.08 -0.18
H -2.76 2.07 2.19
H -0.38 1.74 2.76
H 2.16 2.32 1.36
H 1.76 0.72 1.99
H 3.15 -2.39 0.75
H 3.53 -1.09 1.91
H 1.43 -2.13 -0.93
H -0.66 -2.30 -2.18
H -3.64 -0.92 -1.36
H -3.03 -2.28 -2.30
H -3.92 -2.56 -0.80

Calculated values
LUMO = 0.0304 hartree
Charge = 0
Energy relative to the best compared isomer or geometry (same formula, charge and spin) = 12.08 kcal/mol
SMILES string = Cc1ccc(OCC(=O)N2CCc3ccccc3C2)cc1
HOMO-LUMO gap = 0.3323 hartree

Mulliken population analysis, charges in e, atoms 1 to 2: C -1.52; C 0.83


The following is a DFT calculation (the ωB97M-V functional and the def2-TZVPD basis) of a structure of composition C18H19OS4SiSn at a distorted geometry.

Positions of all 44 atoms, in Å:
Sn -0.28 0.09 -0.87
S -1.00 -2.74 2.74
C -0.83 -1.73 1.44
S -0.77 -0.03 1.65
S -0.66 -2.45 -0.10
S -2.15 3.41 -1.37
C -1.06 2.66 -0.62
C 3.50 -2.48 0.72
C 3.88 -1.05 1.11
C 5.38 -0.93 1.38
C 3.09 -0.62 2.35
Si 3.32 0.12 -0.33
O 1.75 -0.08 -0.58
C 3.67 1.91 0.20
C 4.97 2.42 0.23
C 5.21 3.74 0.57
C 4.15 4.58 0.87
C 2.85 4.10 0.84
C 2.62 2.77 0.51
C 4.23 -0.14 -1.97
C 5.19 -1.11 -2.24
C 5.78 -1.20 -3.50
C 5.42 -0.31 -4.50
C 4.46 0.66 -4.25
C 3.87 0.74 -2.99
H 3.73 -3.16 1.55
H 4.06 -2.83 -0.15
H 2.44 -2.56 0.50
H 5.67 -1.65 2.15
H 5.63 0.07 1.76
H 5.98 -1.12 0.50
H 3.32 -1.30 3.18
H 2.02 -0.66 2.18
H 3.35 0.39 2.65
H 5.81 1.78 -0.03
H 6.22 4.12 0.59
H 4.33 5.62 1.12
H 2.02 4.75 1.07
H 1.60 2.38 0.50
H 5.49 -1.82 -1.48
H 6.53 -1.96 -3.69
H 5.89 -0.37 -5.47
H 4.16 1.35 -5.03
H 3.13 1.50 -2.79

Calculated values
2S+1 = 2
LUMO (alpha / beta) = -0.0443 / -0.1151 hartree
Charge = 0
Energy relative to the best compared isomer or geometry (same formula, charge and spin) = 10.26 kcal/mol
<S²> = 0.76
HOMO-LUMO gap (alpha / beta) = 0.2683 / 0.1961 hartree

Mulliken population analysis, charges in e, atoms 1 to 2: Sn 0.31; S 0.04


The following is a DFT calculation (the ωB97M-V functional and the def2-TZVPD basis) of a structure of composition C18H20AlClN5O4PS2.

Positions of all 52 atoms, in Å:
Al 0.81 0.92 -0.49
Cl 7.53 3.28 -1.38
C 6.02 2.42 -1.12
C 6.06 1.08 -0.75
C 4.85 0.41 -0.56
C 3.63 1.04 -0.71
O 2.51 0.35 -0.54
C 3.60 2.42 -1.08
C 2.38 3.11 -1.25
O 1.17 2.59 -1.06
C 4.83 3.09 -1.28
H 7.01 0.58 -0.63
H 4.85 -0.64 -0.28
H 2.40 4.15 -1.56
H 4.83 4.14 -1.57
C -1.94 -5.50 -0.69
C -2.56 -4.23 -1.25
O -1.54 -3.27 -1.55
P -1.13 -2.12 -0.50
S -2.65 -1.23 0.33
S 0.22 -1.10 -1.61
O -0.31 -3.00 0.56
C -0.02 -2.58 1.90
C -0.17 -3.77 2.81
H -2.70 -6.28 -0.63
H -1.52 -5.33 0.30
H -1.14 -5.85 -1.34
H -3.28 -3.79 -0.56
H -3.07 -4.43 -2.19
H -0.70 -1.78 2.20
H 1.00 -2.19 1.92
H -1.19 -4.16 2.76
H 0.03 -3.48 3.84
H 0.52 -4.57 2.53
N -4.84 3.61 -1.22
C -3.64 2.95 -1.05
C -3.26 1.90 -1.88
C -2.05 1.28 -1.67
N -1.19 1.63 -0.72
C -1.55 2.66 0.07
C -2.74 3.33 -0.05
H -5.55 3.14 -1.76
H -5.18 4.14 -0.44
H -3.92 1.55 -2.67
H -1.75 0.43 -2.28
H -0.84 2.95 0.83
H -2.98 4.14 0.64
N 0.51 0.80 1.37
C 0.31 0.85 2.52
N 0.17 0.79 3.77
C -0.58 1.49 4.59
N -1.19 2.07 5.38

Calculated values
2S+1 = 2
LUMO (alpha / beta) = 0.0872 / 0.0872 hartree
Charge = -1
Energy relative to the best compared isomer or geometry (same formula, charge and spin) = 5.88 kcal/mol
<S²> = 0.79
HOMO-LUMO gap (alpha / beta) = 0.1980 / 0.2783 hartree

Mulliken population analysis, charges in e, atoms 1 to 2: Al 0.30; Cl -0.28


The following is a DFT calculation (the ωB97M-V functional and the def2-TZVPD basis) of a structure of composition C18H20AuBrN6O3S.

Positions of all 50 atoms, in Å:
Au 0.89 -0.82 0.57
N -2.75 5.67 -1.84
C -1.86 4.83 -1.28
C -0.50 4.89 -1.66
C 0.41 4.06 -1.07
C -0.01 3.12 -0.11
C -1.36 3.05 0.27
C -2.27 3.89 -0.30
S 1.15 2.12 0.59
O 0.57 1.36 1.71
O 2.40 2.78 0.75
N 1.28 0.80 -0.47
C 2.47 0.49 -1.15
N 3.17 1.40 -1.79
C 4.26 0.91 -2.38
C 4.65 -0.42 -2.27
C 3.84 -1.27 -1.54
N 2.71 -0.81 -1.00
H -2.46 6.37 -2.49
H -3.71 5.70 -1.52
H -0.18 5.61 -2.39
H 1.46 4.11 -1.34
H -1.66 2.37 1.06
H -3.31 3.88 0.02
H 4.86 1.62 -2.94
H 5.55 -0.78 -2.74
H 4.08 -2.32 -1.40
C -1.79 -5.50 1.97
C -0.73 -4.49 2.30
C 0.05 -4.58 3.45
C 1.04 -3.65 3.72
C 1.21 -2.63 2.82
Br 2.50 -1.27 3.01
N 0.47 -2.51 1.71
C -0.48 -3.43 1.45
H -1.79 -6.32 2.68
H -1.63 -5.92 0.97
H -2.78 -5.04 1.98
H -0.10 -5.40 4.14
H 1.66 -3.71 4.61
H -1.01 -3.30 0.52
C -2.49 -0.26 0.09
C -1.73 -0.75 -1.11
N -2.32 -0.69 -2.29
O -0.59 -1.26 -1.03
H -3.22 0.51 -0.18
H -1.79 0.14 0.83
H -3.02 -1.10 0.54
H -3.27 -0.36 -2.39
H -1.85 -1.07 -3.10

Calculated values
LUMO (alpha / beta) = -0.3277 / -0.3287 hartree
Charge = +2
HOMO-LUMO gap (alpha / beta) = 0.1677 / 0.1663 hartree

Mulliken population analysis, charges in e, atoms 1 to 2: Au 0.78; N -0.45